C21H27N3O5 | the ωB97M-V functional and the def2-TZVPD basis

Computed properties:
E: -1356.96780 Ha
Structure (SMILES): CC(C)[C@H](NC(=O)OCc1ccccc1)C(=O)OCC(=O)NC1(C#N)CCCC1
Charge: 0

```
56
C21H27N3O5 (the ωB97M-V functional and the def2-TZVPD basis)
C 4.995 0.011 -1.225
C 4.628 0.824 0.016
C 5.625 0.574 1.145
C 3.199 0.533 0.505
N 2.966 -0.879 0.734
C 1.687 -1.245 0.999
O 0.829 -0.448 1.318
O 1.512 -2.565 0.907
C 0.184 -3.032 1.135
C -0.750 -2.823 -0.032
C -2.041 -3.332 0.068
C -2.946 -3.153 -0.960
C -2.576 -2.459 -2.101
C -1.295 -1.948 -2.203
C -0.384 -2.132 -1.176
C 2.156 1.020 -0.504
O 1.878 0.430 -1.516
O 1.603 2.165 -0.119
C 0.610 2.732 -0.962
C -0.846 2.438 -0.566
O -1.731 3.107 -1.059
N -1.023 1.435 0.303
C -2.335 1.000 0.760
C -2.165 -0.133 1.645
N -2.118 -1.024 2.361
C -3.097 2.111 1.531
C -4.557 1.910 1.140
C -4.458 1.555 -0.340
C -3.283 0.580 -0.399
H 5.885 0.430 -1.688
H 5.214 -1.024 -0.969
H 4.189 0.028 -1.954
H 4.652 1.888 -0.245
H 5.567 -0.457 1.485
H 6.637 0.768 0.797
H 5.421 1.226 1.991
H 3.017 1.069 1.445
H 3.552 -1.547 0.259
H -0.237 -2.522 2.011
H 0.294 -4.098 1.351
H -2.332 -3.862 0.962
H -3.945 -3.554 -0.871
H -3.284 -2.315 -2.903
H -0.995 -1.403 -3.085
H 0.610 -1.723 -1.282
H 0.752 3.815 -0.941
H 0.746 2.369 -1.988
H -0.233 0.908 0.660
H -2.925 2.049 2.606
H -2.748 3.077 1.169
H -5.156 2.801 1.321
H -4.987 1.078 1.701
H -5.373 1.118 -0.734
H -4.211 2.450 -0.912
H -2.756 0.621 -1.350
H -3.619 -0.446 -0.242
```

C21H27N3O5S | the ωB97M-V functional and the def2-TZVPD basis

Computed properties:
E: -1755.08600 Ha
Structure (SMILES): Cc1ccc(S(=O)(=O)NCC(=O)N(CC(=O)NCc2ccco2)C2CCCC2)cc1
Charge: 0

```
57
C21H27N3O5S (the ωB97M-V functional and the def2-TZVPD basis)
C -5.906 -1.435 2.056
C -4.812 -0.811 1.245
C -3.624 -0.412 1.848
C -2.620 0.182 1.105
C -2.810 0.371 -0.248
S -1.547 1.174 -1.205
O -2.069 2.428 -1.671
O -0.308 1.215 -0.462
N -1.322 0.243 -2.592
C -0.102 -0.532 -2.631
C -0.044 -1.278 -1.296
O -1.087 -1.547 -0.726
N 1.165 -1.610 -0.803
C 2.417 -1.427 -1.497
C 3.184 -0.123 -1.201
O 4.395 -0.096 -1.293
N 2.426 0.938 -0.896
C 3.002 2.194 -0.446
C 2.285 2.647 0.779
C 1.490 3.728 1.017
C 1.015 3.584 2.343
C 1.550 2.423 2.806
O 2.321 1.849 1.869
C 1.201 -2.274 0.499
C 2.245 -1.687 1.467
C 3.332 -2.753 1.603
C 2.556 -4.061 1.478
C 1.533 -3.777 0.377
C -3.981 -0.006 -0.871
C -4.979 -0.600 -0.120
H -6.591 -0.663 2.409
H -5.502 -1.950 2.923
H -6.478 -2.141 1.458
H -3.485 -0.571 2.907
H -1.688 0.491 1.549
H -1.478 0.810 -3.412
H 0.778 0.104 -2.782
H -0.173 -1.262 -3.444
H 2.273 -1.494 -2.579
H 3.094 -2.238 -1.217
H 1.422 0.862 -0.747
H 2.901 2.958 -1.223
H 4.066 2.012 -0.257
H 1.266 4.522 0.336
H 0.363 4.250 2.870
H 1.466 1.917 3.747
H 0.194 -2.141 0.901
H 2.637 -0.732 1.128
H 1.773 -1.522 2.436
H 4.062 -2.663 0.798
H 3.866 -2.675 2.548
H 2.042 -4.273 2.417
H 3.195 -4.909 1.238
H 1.967 -3.985 -0.602
H 0.639 -4.389 0.476
H -4.093 0.160 -1.930
H -5.898 -0.907 -0.597
```

C21H27NO3 | the ωB97M-V functional and the def2-TZVPD basis

Computed properties:
E: -1096.87310 Ha
Structure (SMILES): CCCNC[C@H](O)COc1ccccc1C(=O)CCc1ccccc1
Charge: 0

```
52
C21H27NO3 (the ωB97M-V functional and the def2-TZVPD basis)
C -4.502 -2.500 0.845
C -3.110 -2.579 0.229
C -3.077 -2.072 -1.223
N -3.545 -0.727 -1.480
C -2.712 0.376 -1.060
C -2.982 0.889 0.369
O -4.347 1.211 0.527
C -2.103 2.102 0.745
O -0.759 1.741 0.965
C 0.201 1.867 0.006
C -0.008 2.366 -1.276
C 1.043 2.495 -2.167
C 2.330 2.153 -1.794
C 2.552 1.672 -0.519
C 1.506 1.499 0.381
C 1.868 0.937 1.710
O 2.884 1.279 2.271
C 0.968 -0.129 2.297
C 0.537 -1.177 1.260
C 1.678 -1.579 0.365
C 2.840 -2.123 0.899
C 3.904 -2.454 0.080
C 3.820 -2.250 -1.287
C 2.664 -1.720 -1.830
C 1.602 -1.388 -1.008
H -4.502 -2.949 1.836
H -5.221 -3.035 0.227
H -4.830 -1.468 0.945
H -2.772 -3.617 0.221
H -2.404 -2.013 0.839
H -3.705 -2.732 -1.832
H -2.053 -2.143 -1.604
H -4.485 -0.604 -1.116
H -2.908 1.206 -1.755
H -1.664 0.088 -1.162
H -2.794 0.099 1.101
H -4.591 1.870 -0.134
H -2.205 2.900 0.002
H -2.462 2.485 1.707
H -0.994 2.656 -1.603
H 0.845 2.873 -3.159
H 3.149 2.262 -2.487
H 3.545 1.399 -0.196
H 0.085 0.359 2.713
H 1.517 -0.597 3.117
H 0.157 -2.054 1.790
H -0.272 -0.777 0.648
H 2.914 -2.286 1.964
H 4.803 -2.870 0.511
H 4.653 -2.505 -1.925
H 2.588 -1.560 -2.895
H 0.705 -0.967 -1.442
```

Record order is preserved below.
Frontier orbital gap: 9.758; 8.938; 9.210 eV
Record order is preserved below.
HOMO energy: -0.33402; -0.31076; -0.31940 Eh
Record order is preserved below.
Energy above the lowest of the compared OMol25 structures with the same formula, charge and spin: 1.345; 1.623; 3.092 eV